# 1
The following is a quantum chemistry calculation of a molecular structure, C26H42CeCl3N4O4Si in a non-equilibrium geometry, from the Open Molecules 2025 dataset.

```
81
Properties=species:S:1:pos:R:3
C 1.749 -1.723 -5.789
C 1.358 -0.441 -5.115
H 2.094 -1.513 -6.819
H 0.901 -2.429 -5.881
H 2.560 -2.223 -5.244
C 0.590 0.446 -5.770
C -0.169 0.115 -7.017
H 0.575 1.504 -5.488
H -0.873 -0.710 -6.807
H 0.476 -0.205 -7.855
H -0.731 0.991 -7.365
Ce -1.072 -0.791 1.323
Cl 1.576 -0.690 1.551
Cl -3.169 -2.214 1.594
C 0.166 2.190 1.427
O -0.852 1.441 1.601
N 0.089 3.488 1.205
C -1.184 4.177 1.024
C 1.282 4.309 1.388
H 1.182 1.774 1.461
H -1.958 3.438 0.814
H -1.074 4.860 0.172
H -1.438 4.732 1.937
H 2.149 3.639 1.426
H 1.237 4.871 2.332
H 1.401 4.996 0.546
H -1.611 -1.349 -3.314
H -2.883 1.619 -4.531
C -2.669 -1.071 -3.190
C -3.518 1.208 -3.733
N -2.763 0.350 -2.823
H -3.134 -1.685 -2.403
C -2.418 0.824 -1.609
O -2.239 0.139 -0.573
H -3.955 2.038 -3.167
H -2.311 1.916 -1.568
H -3.195 -1.191 -4.147
H -4.319 0.625 -4.203
O 1.657 -1.319 -2.891
C 1.906 -0.243 -3.682
C 0.243 1.641 -3.165
C 1.518 1.104 -3.004
H -0.505 1.069 -3.723
C -0.026 2.957 -2.767
H 3.011 -0.158 -3.913
C 2.500 1.829 -2.334
H -1.009 3.398 -2.958
C 0.983 3.709 -2.159
C 2.227 3.130 -1.892
H 3.493 1.383 -2.226
H 0.797 4.743 -1.868
H 3.003 3.691 -1.363
Si 0.719 -3.833 -1.060
Cl -0.421 -1.840 -0.921
C -0.741 -5.021 -0.802
C 1.667 -4.015 0.542
C 1.620 -4.036 -2.645
H -1.603 -4.548 -0.307
H -0.399 -5.844 -0.150
H -1.092 -5.491 -1.736
H 0.915 -4.047 -3.492
H 2.119 -5.011 -2.574
H 2.363 -3.224 -2.784
H 1.551 -3.151 1.215
H 2.735 -4.177 0.336
H 1.291 -4.924 1.041
N 0.070 -0.524 8.719
C -0.483 -1.620 8.113
O -0.921 -2.563 8.764
C -0.482 -1.617 6.611
C 0.347 -0.786 5.853
C 0.167 -0.711 4.468
N -0.743 -1.458 3.786
C -1.453 -2.361 4.518
C -1.339 -2.474 5.905
H -0.019 -0.465 9.720
H 0.189 0.349 8.232
H 1.129 -0.190 6.319
H 0.781 -0.034 3.867
H -2.162 -2.985 3.969
H -1.932 -3.216 6.437
```

Its frontier orbital gap (spin up / spin down) is 5.348 / 5.350 eV. The value obtained for the total energy is -100172.2722 eV. For the energy above the lowest of the compared OMol25 structures with the same formula, charge and spin, the calculation gives 0.55 kcal per mole. The spin multiplicity is 2. Its charge is 0. The strongest force on any atom is 3.2 eV Å⁻¹. For the LUMO energy (spin up / spin down), the calculation gives -0.7 / -0.7 eV.

***

# 2
The following is a quantum chemistry calculation of a molecular structure, C8H12CaF6N4O16 in a non-equilibrium geometry, from the Open Molecules 2025 dataset.

```
47
Properties=species:S:1:pos:R:3
Ca -0.114 0.408 0.489
N -0.958 3.744 1.173
O 0.211 4.180 1.339
O -1.088 2.583 0.763
O -1.942 4.370 1.485
N 1.291 -2.480 -0.011
O 1.865 -2.279 1.091
O 1.049 -3.650 -0.434
O 0.740 -1.551 -0.649
N -2.880 0.522 -1.706
O -1.991 0.152 -0.990
O -3.578 -0.292 -2.360
O -3.097 1.701 -1.718
N 1.923 1.584 2.974
O 2.453 2.665 2.730
O 1.130 1.016 2.251
O 2.181 1.046 4.061
C 2.413 1.172 -2.149
O 3.619 1.956 -1.793
O 1.499 1.429 -1.059
C 1.910 1.369 -3.702
F 2.529 0.672 -4.715
F 0.571 0.994 -3.857
F 1.984 2.684 -4.033
C 4.826 1.394 -2.249
C 5.944 2.310 -1.554
H 5.840 3.343 -1.886
H 5.668 2.313 -0.500
H 6.948 1.891 -1.626
H 5.073 1.423 -3.310
H 5.036 0.423 -1.799
H 2.766 0.144 -2.070
C -2.167 -1.961 1.839
O -3.589 -1.666 1.809
O -1.544 -0.728 2.144
C -1.739 -3.279 2.675
F -2.082 -3.049 3.955
F -2.479 -4.361 2.367
F -0.439 -3.638 2.754
C -4.471 -2.547 1.090
C -5.926 -2.018 1.196
H -6.439 -2.141 0.243
H -6.456 -2.689 1.872
H -6.068 -0.963 1.434
H -4.394 -3.530 1.555
H -4.256 -2.456 0.025
H -1.771 -2.211 0.855
```

Its frontier orbital gap is 5.659 eV. The value obtained for the total energy is -81936.8707 eV. The spin multiplicity is 1. Its charge is -4. The strongest force on any atom is 5.1 eV Å⁻¹. For the LUMO energy, the calculation gives 8.2 eV.

***

# 3
The following is a quantum chemistry calculation of C7H8N2 in the gas phase in a non-equilibrium geometry, from the Open Molecules 2025 dataset.

```
17
Properties=species:S:1:pos:R:3
C 0.579 -2.808 3.677
C 0.904 -2.343 2.618
C -0.758 0.163 -0.508
C 1.025 -1.666 1.458
C 0.530 0.504 -0.802
C 0.978 1.583 -1.815
C -1.979 0.987 -0.680
N 1.413 -1.072 0.520
N 1.537 -0.334 -0.472
H 0.406 -3.169 4.722
H -0.888 -0.777 -0.019
H 1.288 2.529 -1.326
H 0.162 1.728 -2.639
H 1.927 1.307 -2.276
H -2.258 1.773 -0.076
H -2.853 0.356 -0.647
H -2.014 1.240 -1.737
```

Its frontier orbital gap (spin up / spin down) is 6.037 / 7.271 eV. The value obtained for the total energy is -10360.7136 eV. For the energy above the lowest of the compared OMol25 structures with the same formula, charge and spin, the calculation gives 69.54 kcal per mole. The spin multiplicity is 3. Its charge is 0. The strongest force on any atom is 5.0 eV Å⁻¹. For the LUMO energy (spin up / spin down), the calculation gives 0.7 / -1.8 eV.